1.
DFT (ωB97M-V/def2-TZVPD) results for a cluster of 6 separate species, C42H46F6N2O4S in total in a non-equilibrium geometry.

CARTESIAN COORDINATES (ANGSTROEM)
C  2.5209  -1.4095  1.1703
C  1.5812  -0.1241  0.9758
O  1.0087  0.3159  2.0249
N  1.3829  0.5921  -0.3101
C  2.5153  0.2937  -1.2396
C  0.0701  0.1305  -0.9201
C  -0.9303  1.3384  -1.2581
C  -1.4445  2.1497  0.0674
C  -3.0225  2.0425  0.3011
C  -3.5248  0.7052  1.0165
F  -4.7290  1.0755  1.7484
S  -2.3711  -0.0110  2.2796
O  -3.7604  -0.2716  -0.0200
C  -4.1290  -1.5499  0.4861
O  -5.0941  -1.7622  1.2725
N  -3.4090  -2.7947  0.0518
C  -2.3914  -3.2220  1.0594
C  -2.8697  -2.6569  -1.3035
C  -1.4014  -3.1354  -1.7710
O  -3.5972  -2.1679  -2.2272
H  2.0471  -2.1599  1.9058
H  3.4934  -1.0535  1.6684
H  2.7287  -1.9923  0.2101
H  2.5503  0.9814  -2.1498
H  2.4844  -0.7910  -1.6220
H  3.5212  0.3935  -0.6747
H  0.3706  -0.3307  -1.9413
H  -0.4231  -0.6962  -0.3028
H  -1.8215  1.0297  -1.9215
H  -0.3209  2.0801  -1.9081
H  -1.2320  3.2578  -0.1837
H  -0.7940  1.9152  0.9765
H  -3.5213  2.0950  -0.7435
H  -3.4465  2.9291  0.8995
H  -1.3223  -0.6269  1.6134
H  -2.7836  -3.1109  2.1368
H  -1.3816  -2.6849  0.9781
H  -2.2333  -4.3530  0.9020
H  -1.0446  -2.4851  -2.6480
H  -1.4027  -4.2244  -2.1539
H  -0.6070  -3.0475  -0.9564
F  -1.3130  -5.6654  2.0625
C  -0.0368  -5.7577  2.4727
C  0.2391  -5.8251  3.8293
C  1.5602  -5.9253  4.2533
C  2.5908  -5.9460  3.3161
C  2.3019  -5.8726  1.9564
C  0.9802  -5.7835  1.5313
H  -0.5753  -5.7992  4.5439
H  1.7870  -5.9864  5.3123
H  3.6215  -6.0197  3.6481
H  3.1058  -5.8848  1.2280
H  0.7361  -5.7344  0.4762
F  5.0249  -1.4476  3.2699
C  5.3022  -0.5355  4.2177
C  4.3270  0.3772  4.5888
C  4.6118  1.3180  5.5731
C  5.8717  1.3419  6.1671
C  6.8445  0.4234  5.7825
C  6.5569  -0.5247  4.8061
H  3.3545  0.3485  4.1093
H  3.8538  2.0320  5.8767
H  6.0944  2.0792  6.9319
H  7.8265  0.4460  6.2432
H  7.2991  -1.2530  4.5007
F  -1.5892  2.8132  -5.1092
C  -1.9907  3.9106  -4.4487
C  -1.0529  4.6879  -3.7868
C  -1.4683  5.8280  -3.1065
C  -2.8178  6.1718  -3.0869
C  -3.7514  5.3813  -3.7507
C  -3.3355  4.2469  -4.4407
H  -0.0080  4.4000  -3.8063
H  -0.7417  6.4476  -2.5913
H  -3.1412  7.0592  -2.5517
H  -4.8028  5.6482  -3.7307
H  -4.0472  3.6245  -4.9704
F  -2.9127  4.7377  -0.3228
C  -2.6438  5.6601  0.6163
C  -3.6281  6.5668  0.9786
C  -3.3537  7.5197  1.9543
C  -2.0949  7.5620  2.5491
C  -1.1126  6.6500  2.1742
C  -1.3891  5.6896  1.2065
H  -4.5991  6.5238  0.4989
H  -4.1193  8.2288  2.2506
H  -1.8806  8.3086  3.3072
H  -0.1314  6.6870  2.6356
H  -0.6390  4.9668  0.9094
F  2.6031  -2.5336  -4.0659
C  1.8889  -3.3628  -4.8451
C  1.6874  -3.0402  -6.1779
C  0.9519  -3.9019  -6.9855
C  0.4172  -5.0708  -6.4481
C  0.6218  -5.3818  -5.1070
C  1.3666  -4.5259  -4.3021
H  2.1040  -2.1224  -6.5763
H  0.7946  -3.6630  -8.0318
H  -0.1602  -5.7401  -7.0779
H  0.2014  -6.2903  -4.6887
H  1.5434  -4.7566  -3.2578

HOMO: -9.220 eV
Structure (SMILES): CC(=O)N(C)CCCC[C@](F)(S)OC(=O)N(C)C(C)=O.Fc1ccccc1.Fc1ccccc1.Fc1ccccc1.Fc1ccccc1.Fc1ccccc1
ΔE to the lowest compared entry with this formula, charge and spin: 3.001 eV
Multiplicity: 1
Orbital gap: 0.3515 Ha
Total energy: -82606.346 eV

Löwdin atomic charge list, values in e, 2 entries: number 1, C, carries -0.02; number 2, C, carries -0.38

---

2.
DFT (ωB97M-V/def2-TZVPD) results for an isolated molecule of C3H4N2OS in a non-equilibrium geometry.

CARTESIAN COORDINATES (ANGSTROEM)
N  -1.7819  0.8439  0.3753
N  -0.8000  0.4681  -0.4728
C  -0.3328  -0.8948  -0.6716
C  0.9616  -1.0727  -0.3292
C  1.5923  0.1151  0.0763
S  2.9312  0.2885  1.0450
O  0.6070  1.0648  -0.1055
H  -1.4546  0.9926  1.3900
H  -2.0065  1.8876  0.2193
H  -1.1856  -1.6557  -1.0290
H  1.4694  -2.0374  -0.4979

HOMO: -8.755 eV
Structure (SMILES): Nn1ccc(=S)o1
ΔE to the lowest compared entry with this formula, charge and spin: 4.411 eV
Multiplicity: 1
Orbital gap: 0.3022 Ha
Total energy: -19034.637 eV

Löwdin atomic charge list, values in e, 2 entries: number 1, N, carries 0.04; number 2, N, carries -0.14

---

3.
DFT (ωB97M-V/def2-TZVPD) results for the ion C5H12NOS with charge -1 in a non-equilibrium geometry.

CARTESIAN COORDINATES (ANGSTROEM)
C  2.2627  0.4755  -1.7971
C  1.4743  -0.3336  -0.7092
N  0.4654  0.6344  -0.1824
C  -0.4192  0.0141  0.8158
C  -1.3694  -1.0484  0.0924
O  -2.0005  -2.0018  0.9820
C  -1.2101  1.1250  1.4492
S  -1.5602  0.7689  3.2337
H  2.8266  1.2866  -1.3473
H  3.0656  0.0730  -2.5264
H  1.3986  0.6942  -2.6156
H  1.0895  -1.2209  -1.2632
H  2.1079  -0.6375  0.1137
H  -0.0190  1.1426  -0.8883
H  0.1376  -0.4838  1.7012
H  -0.7638  -1.5909  -0.6346
H  -2.2158  -0.6077  -0.5401
H  -2.1898  -1.5819  1.8970
H  -0.8249  2.1216  1.1671
H  -2.2554  1.1707  1.0522

HOMO: -2.562 eV
Structure (SMILES): CCN[C@H](CO)C[S-]
ΔE to the lowest compared entry with this formula, charge and spin: 2.451 eV
Multiplicity: 1
Orbital gap: 0.2161 Ha
Net charge: -1
Total energy: -19751.779 eV

Löwdin atomic charge list, values in e, 2 entries: number 1, C, carries -0.14; number 2, C, carries -0.29

---

4.
DFT (ωB97M-V/def2-TZVPD) results for a structure of composition C5H12O2P2 in a non-equilibrium geometry.

CARTESIAN COORDINATES (ANGSTROEM)
C  1.3538  -0.8797  -0.6791
C  2.5129  -0.1432  0.0310
C  -1.7045  0.9918  -0.0631
C  -1.1515  -0.3743  -0.4151
C  -1.6476  -1.4473  0.6840
O  0.3020  -0.0868  -0.2899
O  -2.6180  -2.3432  0.0509
P  1.7296  1.1174  0.9284
P  -0.5046  2.1983  0.0797
H  1.6527  -0.9632  -1.7685
H  1.2251  -1.9253  -0.3185
H  3.5086  -0.0728  -0.4525
H  -2.4379  0.9180  0.7217
H  -1.3380  -0.7036  -1.4652
H  -2.0424  -0.8605  1.4676
H  -0.7646  -2.0219  0.9418
H  -3.0876  -1.7999  -0.6445
H  2.9345  1.4505  1.5538
H  1.1485  0.3866  2.0669
H  -0.9301  3.2523  0.6975
H  -0.2215  2.6570  -1.1647

HOMO (alpha / beta): -6.808 / -6.538 eV
ΔE to the lowest compared entry with this formula, charge and spin: 8.350 eV
Multiplicity: 1
Orbital gap (alpha / beta): 0.2427 / 0.2344 Ha
Total energy: -28044.721 eV

Löwdin atomic charge list, values in e, 2 entries: number 1, C, carries -0.35; number 2, C, carries -0.34

---

5.
DFT (ωB97M-V/def2-TZVPD) results for a cluster of 8 separate species, C6H33B2ClNO9 in total in a non-equilibrium geometry.

CARTESIAN COORDINATES (ANGSTROEM)
O  -1.1656  5.9675  -5.3362
H  -0.8013  5.8040  -6.2092
H  -1.5224  6.8581  -5.3018
H  -0.7138  5.5458  -4.6016
O  -0.1890  0.1174  -1.1935
H  -0.3743  -0.2353  -2.0669
H  0.0344  1.0501  -1.2358
H  -0.9596  0.1652  -0.6229
Cl  -1.0783  0.8133  -7.8041
O  -0.0854  0.7487  -6.7490
O  -0.8263  1.9414  -8.6366
O  -1.1395  -0.3920  -8.5346
O  -2.2905  1.0247  -7.0980
B  -3.8583  1.3248  1.0646
H  -4.6051  0.6403  1.4360
H  -2.9492  1.0931  1.5975
H  -3.7319  1.1484  0.0077
H  -4.3001  2.2926  1.2449
B  0.4815  4.4037  -1.4375
H  0.0533  3.8018  -2.2241
H  -0.2462  5.1557  -1.1745
H  0.6571  3.8523  -0.5267
H  1.4201  4.8107  -1.7804
C  0.4184  -4.3048  -3.6162
O  -0.9219  -3.7785  -3.7338
H  0.3585  -5.3930  -3.6341
H  1.0831  -4.0359  -4.4372
H  0.8460  -3.7384  -2.7889
H  -1.1590  -3.8293  -4.6626
C  6.6786  3.3907  -1.1828
O  5.5905  2.5794  -1.4801
H  6.7247  4.2341  -1.8717
H  6.6855  3.7419  -0.1509
H  7.6661  2.9337  -1.1194
H  4.8650  3.2067  -1.5230
C  -1.2031  -4.1181  7.2538
C  -1.5938  -3.3129  5.9906
C  -0.3537  -3.1654  5.0980
O  0.6193  -2.4815  5.8719
C  1.4848  -1.6829  5.0852
N  -2.6711  -4.1443  5.3033
H  -0.7377  -5.0494  6.9310
H  -1.9440  -4.3051  8.0311
H  -0.4407  -3.5363  7.7719
H  -2.0373  -2.3299  6.1494
H  -0.7619  -2.5620  4.2873
H  0.0796  -4.0290  4.5936
H  2.3636  -1.3726  5.6506
H  1.0165  -0.7918  4.6671
H  1.9253  -2.2432  4.2605
H  -3.4273  -4.1526  5.9727
H  -2.9639  -3.6621  4.4655

HOMO: -5.054 eV
Multiplicity: 1
Orbital gap: 0.1658 Ha
Net charge: -1
Total energy: -40529.721 eV

Löwdin atomic charge list, values in e, 2 entries: number 1, O, carries 0.40; number 2, H, carries 0.19

---

6.
DFT (ωB97M-V/def2-TZVPD) results for a structure of composition C2H3IN2O in a non-equilibrium geometry.

CARTESIAN COORDINATES (ANGSTROEM)
C  -0.4106  -0.1152  0.0001
C  0.4454  0.8895  0.3805
N  -1.6820  1.8446  -1.3702
N  -0.2123  1.9608  0.7882
O  -1.2981  0.7513  -1.4531
I  0.6808  3.6816  1.3059
H  0.0028  -1.1199  -0.4173
H  -1.1659  -0.3936  0.7596
H  1.4132  0.9611  -0.1013

HOMO (alpha / beta): -8.101 / -8.426 eV
ΔE to the lowest compared entry with this formula, charge and spin: 5.706 eV
Multiplicity: 1
Orbital gap (alpha / beta): 0.2791 / 0.2828 Ha
Total energy: -15244.929 eV

Löwdin atomic charge list, values in e, 2 entries: number 1, C, carries -0.09; number 2, C, carries -0.44

---

M list, top to bottom, in g mol⁻¹: 788.9, 116.1, 134.2, 166.1, 320.4, 198.0